1.
A single C5H6N2O2 molecule at a distorted geometry, computed with ωB97M-V with the def2-TZVPD basis set.

Multiplicity   1
Energy relative to the best compared isomer or geometry (same formula, charge and spin)   1.923 eV
Strongest force on any atom   2.26 eV Å⁻¹
SMILES   [H]/N=C(/O)Cc1ccno1

XYZ file:
```
15
Properties=species:S:1:pos:R:3:forces:R:3:mulliken_charge:R:1
C 0.453 0.538 0.251 0.4 -0.1 0.2 0.1926
H -1.262 0.068 1.409 0.0 0.0 -0.3 0.2635
C -1.021 0.434 0.402 0.1 0.7 -0.3 -0.4289
H -1.481 1.428 0.302 0.1 -0.2 0.1 0.2958
N 2.273 1.322 -0.745 0.5 -0.1 0.3 -0.4201
H -3.252 -1.423 -0.242 0.0 1.0 -0.8 0.3701
H -0.121 -1.301 -1.335 0.0 0.0 0.1 0.2925
H 1.485 -0.806 1.656 0.0 0.3 -0.2 0.3564
C -1.677 -0.482 -0.610 1.5 -1.7 0.2 0.5401
H 3.694 0.298 0.361 -0.3 0.0 -0.1 0.4140
C 2.635 0.477 0.185 0.0 0.1 -0.1 -0.3308
C 1.509 -0.070 0.859 -0.3 0.0 0.0 -0.1784
O -3.004 -0.489 -0.451 -1.5 -0.8 0.8 -0.5083
N -1.137 -1.366 -1.346 -0.2 0.8 0.2 -0.7346
O 0.906 1.373 -0.696 -0.3 -0.1 -0.1 -0.1241
```
Forces are in eV/Å.

---

2.
C5H6N2O2 as an isolated structure at a distorted geometry, computed with ωB97M-V with the def2-TZVPD basis set.

Multiplicity   1
Energy relative to the best compared isomer or geometry (same formula, charge and spin)   2.794 eV
Strongest force on any atom   3.82 eV Å⁻¹

XYZ file:
```
15
Properties=species:S:1:pos:R:3:forces:R:3:mulliken_charge:R:1
H 0.426 -2.852 -0.384 0.6 2.7 -0.9 0.2879
C 0.113 0.289 0.954 -1.6 -0.7 -2.8 0.5500
O -0.422 -1.881 1.547 -0.7 -1.4 1.2 -0.6797
C 0.040 -1.238 0.649 1.8 2.4 -0.3 0.7115
C -1.239 0.839 -1.108 3.1 2.1 0.3 -0.1970
H -1.914 1.087 -1.845 -1.6 0.0 -2.0 0.5218
N -1.559 0.249 -0.083 0.4 -1.1 3.7 -0.6259
H -0.344 -0.323 2.675 1.1 1.4 -0.9 0.4138
H 1.004 -1.325 -1.323 -1.1 -0.7 2.0 0.2469
N 0.564 -1.775 -0.470 0.2 -2.6 -0.9 -0.4252
H 0.456 2.177 -1.965 -0.1 -1.2 1.1 0.3280
C 0.133 1.481 -1.134 0.5 0.6 0.7 -0.2374
H 1.813 1.528 0.190 1.0 0.5 0.4 0.4332
C 0.820 1.229 0.024 -2.0 -1.0 -1.5 -0.7538
O 0.111 0.514 2.274 -1.4 -1.1 0.1 -0.5741
```
Forces are in eV/Å.

---

3.
A 2-piece molecular cluster, C5H6N2O3 overall at a distorted geometry, computed with ωB97M-V with the def2-TZVPD basis set.

Multiplicity   1
Energy relative to the best compared isomer or geometry (same formula, charge and spin)   5.463 eV
Strongest force on any atom   6.64 eV Å⁻¹
SMILES   O=C1Cc2[nH]ncc2O1.O

XYZ file:
```
16
Properties=species:S:1:pos:R:3:forces:R:3:mulliken_charge:R:1
C -0.577 0.369 -0.259 1.3 0.9 3.4 0.7675
C -0.231 -0.613 0.652 0.4 2.0 -0.1 -0.0035
H 0.004 0.792 -2.818 0.5 0.3 0.0 0.3087
O 0.331 0.041 -2.316 4.7 0.3 1.2 -0.6868
H 1.450 0.272 -1.930 -4.7 -0.4 -1.7 0.4375
H 1.274 -0.279 2.196 -0.2 -0.4 0.0 0.2912
N -1.393 -1.077 1.156 0.5 -0.6 0.0 0.2327
C -1.984 0.420 -0.254 -0.1 0.4 -0.4 -0.6383
C 1.181 -0.472 1.118 1.4 -0.6 1.7 -0.4132
O 2.454 0.688 -0.603 0.8 0.4 2.8 -0.6488
N -2.454 -0.532 0.555 0.0 0.6 -0.3 -0.7413
C 1.686 0.795 0.380 -2.2 -2.9 -5.5 0.6284
H 1.809 -1.327 0.837 0.0 0.3 0.2 0.2758
H -1.525 -1.664 1.970 0.0 -0.1 -0.5 0.2159
O 0.630 1.571 0.182 -2.5 0.1 -1.1 -0.4405
H -2.657 1.015 -0.865 0.2 -0.2 0.3 0.4148
```
Forces are in eV/Å.

---

4.
A single C5H6N2O4 molecule at a distorted geometry, computed with ωB97M-V with the def2-TZVPD basis set.

Multiplicity   1
Energy relative to the best compared isomer or geometry (same formula, charge and spin)   7.609 eV
Strongest force on any atom   5.28 eV Å⁻¹

XYZ file:
```
17
Properties=species:S:1:pos:R:3:forces:R:3:mulliken_charge:R:1
H 0.630 -2.102 0.389 0.9 -1.3 -0.2 0.4816
H 2.674 1.103 -2.271 -1.7 -0.1 2.4 0.2775
O -1.469 0.745 -0.335 1.0 1.2 -1.7 -0.5458
C 1.780 -0.056 -0.778 -1.0 3.1 1.2 0.2390
N 0.231 1.100 1.027 -0.7 -0.1 2.2 1.0588
H -2.780 -0.860 -0.632 -0.6 0.2 -0.4 0.3684
H -1.762 -2.228 0.954 -1.5 -2.6 1.1 0.5977
H -2.679 0.126 0.980 0.0 -1.1 -1.1 0.2744
C 0.592 -0.064 0.251 1.8 2.2 -2.8 0.4815
O 2.450 -1.028 -0.919 0.5 -1.5 -0.4 -0.5687
O 0.626 2.210 0.791 0.7 0.3 -1.0 -0.6646
C -2.110 -0.307 0.020 -0.6 -0.8 3.3 -0.2241
C -1.303 -1.356 0.735 1.1 2.6 -2.0 -0.6663
O -0.465 0.850 2.005 0.3 0.1 0.2 -0.6307
N 1.998 1.140 -1.418 3.2 -3.1 -2.9 -0.3475
H 1.539 1.974 -1.317 -1.7 1.9 0.8 0.1923
C 0.048 -1.246 0.517 -1.9 -0.9 1.3 -0.3236
```
Forces are in eV/Å.

---

5.
C5H6N2O4STi as an isolated structure at a distorted geometry, computed with ωB97M-V with the def2-TZVPD basis set.

Multiplicity   2
Energy relative to the best compared isomer or geometry (same formula, charge and spin)   0.000 eV
Net charge   +3
<S²>   0.7704
Strongest force on any atom   8.43 eV Å⁻¹

XYZ file:
```
19
Properties=species:S:1:pos:R:3:forces:R:3:mulliken_charge:R:1
C -0.122 -0.047 2.426 1.7 0.4 2.8 0.8955
O 2.973 -0.002 -1.598 -4.2 0.0 2.1 -0.0035
C 0.014 -2.069 -1.780 0.4 -5.8 -2.9 0.5692
Ti -0.238 -0.027 -1.209 -0.7 0.0 4.5 -0.6521
H 0.126 -0.389 -2.993 0.3 1.8 -1.1 0.2668
O -3.180 0.050 -2.649 5.9 -0.1 2.8 -0.0145
H 0.632 1.216 3.866 0.0 0.1 -0.1 0.2470
C -2.128 0.028 -2.146 -7.7 0.1 -3.5 0.5523
H -0.115 2.001 2.469 0.4 -0.6 0.7 0.2428
O 0.104 -3.099 -2.294 -0.4 4.5 2.6 -0.0347
C 1.906 -0.003 -1.170 5.8 0.0 -2.4 0.5489
O 0.036 3.116 -2.118 -0.3 -4.7 2.8 -0.0415
N 0.208 1.144 2.945 -1.1 -0.3 -1.8 -0.3770
N 0.225 -1.146 3.102 -1.2 0.0 -2.0 -0.3688
H -0.100 -2.052 2.729 0.5 0.5 0.7 0.2523
C -0.036 2.084 -1.599 0.3 5.9 -3.1 0.5607
H 0.105 0.450 -2.958 0.4 -1.6 -1.4 0.2651
S -1.079 -0.161 0.961 -0.1 0.0 -0.9 -0.1641
H 0.667 -1.096 4.017 -0.1 -0.2 -0.1 0.2555
```
Forces are in eV/Å.

---

6.
A single C5H6N2OS molecule at a distorted geometry, computed with ωB97M-V with the def2-TZVPD basis set.

Multiplicity   1
Energy relative to the best compared isomer or geometry (same formula, charge and spin)   4.077 eV
Strongest force on any atom   4.36 eV Å⁻¹

XYZ file:
```
15
Properties=species:S:1:pos:R:3:forces:R:3:mulliken_charge:R:1
C 0.714 -0.109 1.666 -1.1 -1.2 1.1 -0.1810
H 1.341 -2.214 -1.708 -0.5 0.8 0.7 0.3278
C -0.438 0.658 1.837 0.1 -1.9 -2.6 -0.5409
N 0.931 -1.285 1.049 -0.8 -0.2 -0.7 -0.5142
H -3.237 1.146 0.110 -0.9 0.2 1.2 0.2682
C -1.527 0.324 0.908 2.7 -0.1 3.1 0.8554
C -2.695 1.195 1.111 -0.2 0.5 -4.3 -0.0056
N -1.651 -0.597 0.010 0.9 -2.3 0.1 -0.7319
S -0.300 -1.989 0.177 -0.6 3.1 0.5 0.3124
H -0.468 1.556 2.422 -0.1 0.0 0.2 0.3779
O -2.804 2.036 1.933 -0.6 0.5 1.4 -0.4314
C 0.292 -1.919 -1.502 -1.4 0.0 -2.5 -0.7915
H 1.516 -0.007 2.353 1.0 1.0 0.3 0.4094
H -0.137 -0.972 -1.928 1.4 -0.3 0.6 0.3150
H -0.296 -2.599 -2.169 0.2 -0.2 1.0 0.3302
```
Forces are in eV/Å.

---

- Which value of energy relative to the best compared isomer or geometry (same formula, charge and spin) does entry 3 give?
  5.463 eV

---

- What is the formula in the fifth record?
  C5H6N2O4STi